[1]
DFT (ωB97M-V/def2-TZVPD) results for a cluster of 2 separate species, C4H10NOP in total at a distorted geometry.

Total charge: 0
HOMO-LUMO gap (eV): 7.5225
Molecular weight (g/mol): 119.10

Atoms and positions in Å:
P1 0.447 -0.808 -0.104
O1 1.213 0.404 -0.799
N1 -1.709 0.344 -1.052
C1 0.884 1.786 -0.644
C2 1.158 -2.309 -0.731
C3 -0.324 0.417 2.048
C4 -1.296 -0.798 -0.668
H1 -0.949 1.204 1.702
H2 1.128 2.231 -1.666
H3 -1.883 -1.654 -0.599
H4 0.814 -3.159 -0.337
H5 -2.747 0.299 -1.428
H6 0.476 0.516 2.710
H7 1.647 2.104 0.152
H8 2.228 -2.022 -0.634
H9 -0.887 -0.445 2.354
H10 -0.201 1.892 -0.306

Cartesian forces (eV/Å) of the 2 atoms listed first:
-0.8 -0.3 0.6
-0.2 -1.2 -0.5

---

[2]
DFT (ωB97M-V/def2-TZVPD) results for a structure of composition C32H26I2N4O2PZn at a distorted geometry.

Total charge: +1
HOMO-LUMO gap (eV): 7.3127
Molecular weight (g/mol): 848.76

Atoms and positions in Å:
I1 3.008 -2.321 3.584
I2 6.408 -3.649 -1.205
Zn1 0.482 0.125 0.021
P1 -1.488 -1.199 0.179
O1 1.598 -0.598 1.376
O2 -1.808 1.563 3.104
N1 0.405 2.119 0.156
N2 1.958 -0.396 -1.306
N3 -2.254 0.801 2.060
N4 0.873 4.027 1.128
C1 -1.412 -3.182 3.747
C2 2.175 -0.202 -2.588
C3 -3.223 1.287 1.414
C4 0.086 -4.501 -1.685
C5 -0.515 -3.685 -0.735
C6 -3.069 -0.508 -0.413
C7 3.953 -1.790 -1.190
C8 -4.911 1.083 -0.328
C9 2.840 -1.151 -0.584
C10 3.287 -0.731 -3.251
C11 3.421 -2.108 1.543
C12 -0.228 -2.801 -3.353
C13 4.159 -1.530 -2.562
C14 -3.680 -1.089 -1.523
C15 -1.931 -2.245 1.595
C16 4.500 -2.771 0.952
C17 0.237 -4.059 -2.989
C18 1.279 2.773 0.904
C19 -4.872 -0.601 -2.026
C20 -1.069 -2.366 2.680
C21 -5.484 0.489 -1.435
C22 -3.129 -2.952 1.568
C23 -3.725 0.597 0.223
C24 -0.331 4.191 0.490
C25 1.583 5.033 1.897
C26 4.770 -2.612 -0.383
C27 -3.466 -3.769 2.637
C28 -0.830 -1.986 -2.410
C29 2.581 -1.267 0.824
C30 -2.613 -3.877 3.727
C31 -0.612 3.003 -0.108
C32 -0.992 -2.427 -1.093
H1 1.012 5.305 2.783
H2 0.445 -5.480 -1.397
H3 -0.123 -1.834 2.680
H4 -0.106 -2.455 -4.372
H5 -1.451 2.738 -0.730
H6 5.013 -1.965 -3.063
H7 0.719 -4.690 -3.724
H8 1.442 0.390 -3.124
H9 -6.408 0.875 -1.842
H10 -0.615 -4.025 0.288
H11 -0.884 5.113 0.526
H12 -2.882 -4.511 4.561
H13 -5.329 -1.072 -2.886
H14 -4.397 -4.319 2.625
H15 -3.207 -1.936 -2.000
H16 -0.740 -3.270 4.590
H17 -3.705 2.206 1.745
H18 -1.169 1.002 3.565
H19 3.433 -0.511 -4.299
H20 2.547 4.638 2.204
H21 -3.801 -2.861 0.724
H22 -1.185 -0.998 -2.687
H23 5.139 -3.397 1.558
H24 2.193 2.353 1.295
H25 1.743 5.921 1.288
H26 -5.400 1.930 0.138

Cartesian forces (eV/Å) of the 2 atoms listed first:
0.2 -0.1 -0.2
-0.2 0.2 0.1

---

[3]
DFT (ωB97M-V/def2-TZVPD) results for a cluster of 2 separate species, C5H13N2O in total at a distorted geometry.

Total charge: +1
HOMO-LUMO gap (eV): 6.2795
Molecular weight (g/mol): 117.17

Atoms and positions in Å:
O1 0.497 -1.878 1.723
N1 -0.497 1.520 -2.081
N2 -0.392 0.121 -0.150
C1 -0.490 1.103 0.886
C2 1.251 -1.261 1.059
C3 -1.792 1.872 0.806
C4 0.889 -0.506 -0.259
C5 0.804 -1.579 -1.379
H1 -2.604 1.138 0.813
H2 -1.862 2.531 -0.059
H3 1.756 -2.099 -1.462
H4 0.355 1.796 0.773
H5 -2.054 2.403 1.712
H6 -0.524 0.562 1.851
H7 -1.255 1.846 -2.665
H8 0.025 -2.297 -1.140
H9 0.210 2.243 -1.981
H10 0.519 -1.044 -2.276
H11 2.336 -1.332 1.249
H12 1.653 0.180 -0.634
H13 -0.428 0.768 -1.368

Cartesian forces (eV/Å) of the 2 atoms listed first:
-0.6 0.3 0.1
2.1 0.9 -1.1

---

E_LUMO (computed, eV): 0.02, -2.63, -8.32
ΔE to the lowest compared entry with this formula, charge and spin (computed, kcal/mol): 126.62, 0.00, 158.76
Energy (computed, eV): -17131.4776, -117565.6142, -10411.3113